85
Properties=species:S:1:pos:R:3:mulliken_charge:R:1 method="wB97M-V/def2-TZVPD" homo_ev="-13.62 / -13.62" de_lowest_ev=3.390 s2=2.02 charge=+2 total_energy_ev=-201196.883 homo_lumo_gap_ev="6.679 / 7.407" lumo_energy_ha="-0.255 / -0.228" spin_multiplicity=3
V -0.2962 0.7575 -0.1333 -0.722
Cl -2.2074 2.1180 -1.0457 0.053
C -3.7516 1.3533 -0.8313 1.016
C -4.9214 2.0386 -1.0866 -0.645
C -6.1211 1.3496 -0.9761 -0.659
C -6.1305 0.0060 -0.6286 -0.830
C -4.9452 -0.6567 -0.3471 -0.735
C -3.7342 0.0200 -0.4442 -0.149
P -2.1259 -0.7642 -0.1051 1.887
C -1.6224 -1.5162 -1.6804 0.572
C -2.1593 -1.0960 -2.8995 -0.804
C -1.7028 -1.6552 -4.0829 -0.861
C -0.7094 -2.6242 -4.0604 -0.643
C -0.1626 -3.0392 -2.8522 -0.923
C -0.6044 -2.4805 -1.6652 -0.235
C -2.5688 -2.0758 1.0572 -0.429
C -2.8506 -3.3706 0.6297 -0.167
C -3.2461 -4.3203 1.5599 -0.890
C -3.3528 -3.9836 2.9021 -0.627
C -3.0733 -2.6900 3.3240 -0.669
C -2.6817 -1.7301 2.4052 -0.226
H -4.9021 3.0818 -1.3735 0.537
H -7.0505 1.8687 -1.1654 0.430
H -7.0693 -0.5282 -0.5767 0.454
H -4.9630 -1.6970 -0.0498 0.504
H -2.9560 -0.3631 -2.9222 0.449
H -2.1316 -1.3442 -5.0261 0.485
H -0.3633 -3.0650 -4.9860 0.469
H 0.6008 -3.8065 -2.8349 0.471
H -0.2033 -2.8217 -0.7181 0.645
H -2.7707 -3.6376 -0.4162 0.492
H -3.4726 -5.3257 1.2308 0.493
H -3.6582 -4.7321 3.6207 0.443
H -3.1628 -2.4300 4.3703 0.481
H -2.4682 -0.7145 2.7226 0.531
F 4.2054 -5.5270 1.0181 -0.262
C 3.7189 -4.3272 0.7972 0.450
C 4.4640 -3.3848 0.1081 0.472
F 5.6821 -3.6733 -0.3048 -0.266
C 3.9401 -2.1245 -0.1356 -0.277
F 4.7450 -1.2654 -0.7528 -0.388
C 2.6637 -1.7573 0.2932 0.938
P 1.9948 -0.0565 0.0520 1.016
C 2.7449 0.4482 -1.5250 1.032
C 2.3065 -0.3299 -2.6000 -0.669
C 2.7950 -0.1023 -3.8745 -0.810
C 3.7289 0.9025 -4.0836 -0.725
C 4.1322 1.7024 -3.0254 -1.103
C 3.6369 1.4928 -1.7467 -0.402
C 2.8668 0.7141 1.5158 2.648
C 4.3543 0.9772 1.4685 -0.401
C 5.0842 0.9838 2.7363 -1.197
C 4.4245 0.9637 3.9028 -0.686
C 3.0045 0.7012 3.9532 -0.713
C 2.2768 0.4869 2.8472 -1.082
C 1.9505 -2.7169 1.0200 -0.015
Br 0.2374 -2.3364 1.7115 0.190
C 2.4599 -3.9806 1.2615 0.494
F 1.7420 -4.8671 1.9353 -0.314
H 1.5919 -1.1298 -2.4259 0.042
H 2.4503 -0.7071 -4.7028 0.534
H 4.1429 1.0631 -5.0700 0.436
H 4.8464 2.4980 -3.1920 0.498
H 3.9543 2.1407 -0.9443 0.630
H 4.9118 0.7253 0.5721 0.430
H 6.1650 1.0007 2.6939 0.491
H 4.9684 1.0433 4.8344 0.436
H 2.5483 0.5738 4.9267 0.502
H 1.2439 0.1838 2.9082 0.332
O -1.7348 1.7279 2.1880 -0.466
C -0.9730 2.5161 1.6601 0.416
N 0.2107 2.0633 1.1125 -0.104
S 0.8990 3.0786 -0.0328 0.394
O 3.3909 2.0146 1.2702 -0.449
O 0.4827 2.2443 -1.2528 -0.577
C -0.3337 4.3563 0.3083 0.670
C -0.4068 5.6265 -0.2269 -0.710
C -1.3809 6.4807 0.2806 -0.658
C -2.2403 6.0721 1.2951 -0.606
C -2.1631 4.7888 1.8238 -0.738
C -1.1882 3.9427 1.3306 0.349
H 0.2584 5.9472 -1.0184 0.535
H -1.4608 7.4846 -0.1141 0.454
H -2.9741 6.7659 1.6823 0.458
H -2.8298 4.4498 2.6059 0.570